Record 1
ORCA calculation (ωB97M-V/def2-TZVPD) on a cluster of 23 separate species, C65H179N37O23 in total at a distorted geometry.

```
304
C65H179N37O23 | the OMol25 dataset | ωB97M-V/def2-TZVPD
C -0.7189 -2.1512 -1.0475
C 0.0277 -1.0844 -0.1561
C 1.4485 -1.6836 0.0417
C 2.3536 -0.5873 0.5427
C 2.3274 0.4927 -0.5572
C 0.9986 1.1983 -0.8028
N -0.0548 0.2335 -0.7841
O -1.3589 0.6640 -1.1434
C 0.6724 2.2076 0.3149
C 1.0858 1.9823 -2.1088
C -0.7039 -1.0686 1.2006
H -0.9554 -3.0961 -0.5582
H -0.0950 -2.3431 -1.9205
H -1.7196 -1.8508 -1.3578
H 1.4640 -2.5051 0.7581
H 1.7946 -2.1380 -0.8866
H 3.3161 -1.0632 0.7304
H 2.0155 -0.3274 1.5458
H 2.8141 0.1271 -1.4614
H 3.0076 1.2853 -0.2453
H 1.1065 3.2038 0.2289
H -0.3941 2.1417 0.5303
H 0.8699 1.8025 1.3074
H 1.9650 2.6026 -2.2831
H 1.0263 1.2183 -2.8839
H 0.1826 2.5758 -2.2510
H -0.5868 -2.0120 1.7339
H -1.7662 -0.8667 1.0627
H -0.3040 -0.2439 1.7906
H -1.6068 0.1140 -1.8902
C -7.1812 -3.1976 -1.3955
C -6.1601 -4.2968 -1.5341
C -6.8073 -5.3850 -2.4129
C -5.8583 -6.4382 -3.0518
C -4.8378 -5.6611 -3.9419
C -4.0578 -4.5491 -3.1138
N -4.9558 -3.7822 -2.2665
O -4.3902 -2.7402 -1.5915
C -2.9153 -5.2326 -2.2328
C -3.4040 -3.7448 -4.2210
C -5.7886 -4.8932 -0.1579
H -8.2520 -3.3840 -1.3125
H -7.0743 -2.4835 -2.2120
H -6.9968 -2.6757 -0.4565
H -7.3902 -5.9987 -1.7261
H -7.5830 -5.0977 -3.1227
H -6.3561 -7.1118 -3.7494
H -5.3297 -7.1786 -2.4515
H -5.4419 -5.1193 -4.6696
H -4.1082 -6.2941 -4.4469
H -2.6571 -4.3996 -1.5790
H -3.1995 -6.1046 -1.6438
H -1.9764 -5.4724 -2.7318
H -2.9194 -2.8608 -3.8065
H -2.7756 -4.3450 -4.8791
H -4.2241 -3.3188 -4.7991
H -5.1219 -5.7553 -0.1779
H -6.7355 -5.0988 0.3414
H -5.3906 -4.2299 0.6100
H -4.5066 -2.0193 -2.2147
C -3.2606 -7.1453 5.4252
C -3.9292 -5.8192 4.9384
C -4.9736 -5.4781 6.0977
C -4.3341 -5.0379 7.3603
C -3.3008 -3.9595 7.0173
C -2.3116 -4.2047 5.9269
N -3.0974 -4.6279 4.7261
O -2.3364 -4.7379 3.5974
C -1.7361 -2.8463 5.4944
C -1.0580 -5.0458 6.4217
C -4.9081 -6.0881 3.6902
H -4.0827 -7.8271 5.6428
H -2.6691 -6.9532 6.3204
H -2.4234 -7.4737 4.8094
H -5.7178 -4.7406 5.7971
H -5.6031 -6.3588 6.2252
H -3.9866 -5.8234 8.0313
H -5.1036 -4.7082 8.0583
H -2.8450 -3.8467 8.0010
H -3.8218 -3.0138 6.8679
H -2.4439 -2.1056 5.1222
H -1.2544 -2.5288 6.4191
H -0.9753 -2.9782 4.7251
H -1.4479 -5.5548 7.3033
H -0.7882 -5.8775 5.7709
H -0.1648 -4.5242 6.7654
H -5.4883 -5.2012 3.4355
H -5.4228 -7.0463 3.7598
H -4.3944 -6.3136 2.7557
H -3.0508 -4.9009 2.9771
C 7.3780 -0.9698 2.8501
O 7.4214 -0.4610 1.7891
N 6.2850 -1.0609 3.4666
N 8.4127 -1.4938 3.4316
H 5.6243 -0.7388 2.7738
H 6.0821 -1.8352 4.0824
H 9.3127 -1.4808 2.9735
H 8.3734 -1.8298 4.3832
C -0.8715 3.2388 -5.3444
O 0.2724 3.5624 -5.1178
N -1.6830 3.0974 -4.4115
N -1.4590 3.0680 -6.3857
H -2.6289 2.7756 -4.5592
H -1.3091 3.0252 -3.4761
H -2.1117 2.3168 -6.5583
H -0.8352 3.4234 -7.0961
C 3.5540 5.8541 -4.9864
O 2.7928 6.6820 -4.5729
N 3.1908 4.7062 -5.3991
N 4.8169 6.0455 -5.1365
H 2.1978 4.5282 -5.4463
H 3.7707 3.9285 -5.6803
H 5.1416 7.0008 -5.0902
H 5.4531 5.3274 -5.4521
C 2.8167 1.3693 -7.2343
O 3.6677 2.2489 -7.2178
N 1.6688 1.5822 -7.8776
N 2.8360 0.2678 -6.5347
H 1.5846 2.5468 -8.1648
H 0.9164 0.9701 -7.5960
H 3.5243 0.2166 -5.7973
H 2.0867 -0.4046 -6.6146
C -1.6402 8.2434 2.0902
O -1.6434 9.3771 2.5359
N -2.5756 7.8469 1.4051
N -0.8148 7.2852 2.2108
H -3.3834 8.3934 1.1425
H -2.5215 6.9314 0.9820
H -0.9486 6.3132 1.9711
H -0.0942 7.5951 2.8470
C -3.5468 2.2871 5.5657
O -4.1076 1.4773 4.8592
N -2.3648 2.8039 5.3662
N -3.8996 2.6466 6.7480
H -2.1817 2.8142 4.3730
H -2.1407 3.5736 5.9806
H -3.8252 3.5952 7.0867
H -4.7506 2.2492 7.1193
C -4.9467 -1.5407 1.9145
O -5.9837 -0.9884 1.5971
N -4.0545 -2.1401 1.1811
N -4.5102 -1.5803 3.1076
H -4.1786 -2.2373 0.1834
H -3.3276 -2.4991 1.7834
H -5.0198 -0.9447 3.7046
H -3.7780 -2.1990 3.4258
C 5.4393 2.3123 4.8453
O 5.2578 3.4380 4.3910
N 4.5683 1.4148 4.7155
N 6.6255 1.9246 5.2987
H 3.6551 1.8286 4.5938
H 4.8229 0.4885 5.0275
H 6.8780 0.9703 5.5127
H 7.3054 2.6570 5.4449
C -2.9121 2.6213 1.8616
O -2.7660 3.6293 2.5379
N -2.7647 1.4069 2.2300
N -3.2475 2.6957 0.6205
H -2.4989 0.7097 1.5492
H -2.6224 1.1954 3.2072
H -3.4782 1.8982 0.0453
H -3.1244 3.5942 0.1760
C 1.9995 4.9693 2.5406
O 1.6783 5.8861 1.7860
N 2.9816 4.1010 2.3396
N 1.3363 4.6463 3.6424
H 3.5036 3.6593 3.0828
H 3.4307 4.1259 1.4353
H 1.5189 3.7738 4.1173
H 0.5205 5.1953 3.8729
C -0.9292 6.8275 -1.4477
O -2.0741 7.1776 -1.2887
N 0.1259 7.2893 -0.8617
N -0.5725 5.8778 -2.2027
H 0.8556 6.6469 -0.5876
H -0.0733 8.0294 -0.2040
H -1.0980 5.6368 -3.0308
H 0.2654 5.3454 -2.0166
C 0.7944 1.4097 4.8928
O 1.7798 2.1258 4.7667
N 0.0226 0.9868 3.9713
N 0.3317 1.1551 6.0328
H -0.6800 0.2932 4.1841
H 0.1856 1.0591 2.9771
H -0.6596 1.0921 6.2157
H 0.9318 1.3513 6.8212
C -5.0076 0.8243 -2.4472
O -4.1337 -0.0700 -2.6459
N -5.3392 1.6260 -3.4025
N -5.4684 1.0550 -1.2160
H -4.7931 1.5269 -4.2463
H -5.9646 2.3931 -3.2013
H -5.9129 1.9556 -1.1090
H -5.1030 0.5250 -0.4377
C 2.6039 9.2983 0.7349
O 1.6866 9.6678 1.3999
N 3.4747 10.0516 0.1423
N 2.9333 8.0849 0.6170
H 4.0721 9.6439 -0.5626
H 3.4167 11.0587 0.1937
H 2.5264 7.3980 1.2357
H 3.6126 7.7490 -0.0506
C 3.0027 -7.6051 1.4339
C 1.7353 -7.8913 0.7092
C 1.6625 -7.2263 -0.7135
O 1.6642 -5.8068 -0.6745
C 1.5914 -5.1740 -1.9548
N 1.4006 -9.3241 0.7375
H 2.9497 -8.1085 2.3992
H 3.1377 -6.5236 1.4249
H 3.8286 -7.9877 0.8341
H 0.9840 -7.5019 1.3963
H 0.7391 -7.5820 -1.1704
H 2.5338 -7.5418 -1.2873
H 0.9984 -5.5692 -2.7795
H 2.5390 -5.0532 -2.4798
H 1.2235 -4.1483 -1.9272
H 2.1138 -9.9205 0.3429
H 1.4809 -9.5739 1.7128
C -1.4134 -0.5642 -5.0958
C -0.9114 -0.5321 -6.5639
C -0.2322 -1.9067 -6.9415
O 1.0451 -2.1320 -6.2911
C 1.4139 -3.4083 -5.6355
N -1.9493 -0.2564 -7.5505
H -2.2223 -1.2538 -4.8542
H -1.7373 0.4439 -4.8373
H -0.5806 -0.7119 -4.4081
H -0.0990 0.1945 -6.5699
H 0.0048 -1.9594 -8.0042
H -0.9235 -2.7466 -6.8723
H 2.3990 -3.4171 -5.1690
H 1.4018 -4.2052 -6.3790
H 0.6910 -3.6840 -4.8677
H -2.8685 -0.5768 -7.2811
H -2.3076 0.6781 -7.6860
C 3.4207 -3.7274 5.5824
C 3.3486 -2.8701 4.2909
C 3.7277 -3.4071 2.9728
O 5.1264 -3.7098 2.9200
C 5.4738 -4.6205 1.8545
N 2.0495 -2.4361 4.0862
H 2.4817 -3.8617 6.1194
H 4.2980 -3.4970 6.1868
H 3.6702 -4.7693 5.3820
H 4.0721 -2.0713 4.4534
H 3.4074 -2.8272 2.1072
H 3.1295 -4.2939 2.7637
H 5.1446 -5.6373 2.0687
H 6.5060 -4.6209 1.5041
H 4.9048 -4.2901 0.9855
H 1.8225 -2.2130 5.0448
H 2.0185 -1.5308 3.6394
C 5.0953 2.6819 -3.6251
C 6.3586 1.9821 -3.8218
C 6.1870 0.3674 -3.6478
O 5.6633 -0.3109 -4.8590
C 5.8252 -1.7114 -4.8833
N 6.9931 2.3409 -5.1194
H 4.6828 2.3531 -2.6713
H 4.4267 2.3930 -4.4360
H 5.1275 3.7682 -3.5409
H 7.0585 2.2326 -3.0247
H 5.5557 0.1716 -2.7811
H 7.1738 -0.0503 -3.4481
H 5.7599 -2.0516 -3.8498
H 6.8548 -2.0544 -4.9845
H 5.1714 -2.3419 -5.4860
H 6.4067 2.8535 -5.7624
H 7.3900 1.5461 -5.5999
C 5.1744 1.3134 1.5599
C 5.7684 2.0451 0.3728
C 6.5273 3.3375 0.7318
O 5.6510 4.4845 0.8888
C 4.9117 5.1198 -0.1795
N 6.7883 1.0932 -0.2383
H 4.2871 1.7629 2.0056
H 5.9244 1.2513 2.3485
H 4.7838 0.3329 1.2877
H 4.8837 2.2061 -0.2432
H 7.3343 3.4969 0.0166
H 7.0547 3.2124 1.6776
H 3.9342 4.6378 -0.1664
H 5.5269 5.1171 -1.0793
H 4.8788 6.1717 0.1042
H 7.2478 0.6440 0.5410
H 6.2956 0.3137 -0.6501
C -5.6779 4.8730 0.2134
C -6.0140 5.1134 -1.2326
C -4.8035 5.1528 -2.2228
O -5.2106 5.1325 -3.5876
C -5.4278 6.4144 -3.9610
N -6.8996 3.9942 -1.6725
H -5.3485 3.8343 0.2390
H -6.5316 5.0757 0.8601
H -4.9996 5.6081 0.6465
H -6.5211 6.0732 -1.3308
H -4.4024 4.1998 -1.8777
H -4.0136 5.8439 -1.9286
H -4.6842 7.1104 -3.5727
H -6.4063 6.7284 -3.5976
H -5.5495 6.5063 -5.0402
H -7.6800 4.0671 -1.0355
H -7.2797 4.2865 -2.5614
```

Summary:
E_LUMO (eV): -0.1
Charge: 0
Largest force on an atom (eV/A): 12.80
HOMO level (Ha): -0.29130


Record 2
ORCA calculation (ωB97M-V/def2-TZVPD) on a cluster of 11 separate species, C65H50O21Si in total.

```
137
C65H50O21Si | the OMol25 dataset | ωB97M-V/def2-TZVPD
O -5.1033 2.6866 -6.4691
C -5.2945 1.5160 -6.7184
C -4.2167 0.6637 -7.2817
C -4.4249 -0.6214 -7.5546
C -5.7432 -1.2585 -7.3065
O -5.9318 -2.4296 -7.5526
C -6.8210 -0.4056 -6.7440
C -6.6127 0.8794 -6.4709
H -3.2636 1.1480 -7.4545
H -3.6547 -1.2614 -7.9657
H -7.7735 -0.8905 -6.5724
H -7.3826 1.5197 -6.0595
O -1.1760 4.9144 -0.6110
C -0.9124 3.8230 -0.1558
C -1.7429 3.2110 0.9126
C -1.4520 2.0119 1.4095
C -0.2870 1.2374 0.9155
O -0.0259 0.1422 1.3702
C 0.5434 1.8464 -0.1515
C 0.2531 3.0457 -0.6478
H -2.5881 3.7938 1.2557
H -2.0424 1.5442 2.1873
H 1.3874 1.2627 -0.4968
H 0.8446 3.5103 -1.4279
O 1.8276 1.0902 6.0815
C 2.2630 0.1094 5.5123
C 3.2015 -0.8215 6.1884
C 3.6673 -1.9022 5.5682
C 3.2674 -2.2150 4.1754
O 3.6700 -3.2046 3.5989
C 2.3344 -1.2845 3.5006
C 1.8651 -0.2085 4.1209
H 3.4730 -0.5729 7.2062
H 4.3465 -2.5993 6.0419
H 2.0521 -1.5333 2.4849
H 1.1748 0.4740 3.6428
O 8.1118 9.6973 -4.0882
C 7.2915 9.0454 -4.7006
C 6.9593 9.3612 -6.1114
C 6.0613 8.6473 -6.7841
C 5.3563 7.5051 -6.1501
O 4.5382 6.8506 -6.7588
C 5.6893 7.1889 -4.7384
C 6.5880 7.9037 -4.0677
H 7.4876 10.1969 -6.5519
H 5.8023 8.8582 -7.8138
H 5.1634 6.3493 -4.2995
H 6.8494 7.6911 -3.0387
O -4.0846 1.1576 8.6294
C -3.1763 0.4441 8.2587
C -1.8569 1.0086 7.8781
C -0.8653 0.2217 7.4695
C -1.0381 -1.2483 7.3772
O -0.1265 -1.9577 6.9998
C -2.3547 -1.8164 7.7561
C -3.3442 -1.0281 8.1659
H -1.7544 2.0839 7.9520
H 0.1089 0.5926 7.1819
H -2.4606 -2.8890 7.6771
H -4.3144 -1.4168 8.4471
O 12.7826 6.6198 -0.3563
C 12.1000 6.6327 -1.3576
C 12.1054 5.4884 -2.3055
C 11.3578 5.4996 -3.4056
C 10.4867 6.6568 -3.7308
O 9.7997 6.6641 -4.7316
C 10.4816 7.8014 -2.7866
C 11.2284 7.7883 -1.6852
H 12.7475 4.6561 -2.0466
H 11.3451 4.6772 -4.1097
H 9.8381 8.6323 -3.0477
H 11.2392 8.6103 -0.9808
O 3.2208 -7.8200 3.4061
C 2.9952 -7.2752 2.3464
C 2.4199 -8.0203 1.2007
C 2.1678 -7.4190 0.0427
C 2.4528 -5.9804 -0.1582
O 2.2200 -5.4306 -1.2159
C 3.0243 -5.2331 0.9873
C 3.2728 -5.8299 2.1495
H 2.2134 -9.0697 1.3664
H 1.7445 -7.9458 -0.8028
H 3.2220 -4.1801 0.8268
H 3.6857 -5.2967 2.9917
O -8.3105 -6.1426 9.8501
C -7.4291 -5.6326 9.1948
C -7.5761 -4.2632 8.6382
C -6.6086 -3.7046 7.9164
C -5.3415 -4.4256 7.6394
O -4.4584 -3.9125 6.9833
C -5.1930 -5.7934 8.1941
C -6.1602 -6.3527 8.9158
H -8.5081 -3.7565 8.8538
H -6.6947 -2.7088 7.4994
H -4.2607 -6.2994 7.9777
H -6.0746 -7.3485 9.3314
O -0.5241 -6.9159 1.5174
C -1.1403 -5.8686 1.4761
C -2.6081 -5.8552 1.2653
C -3.2973 -4.7175 1.2134
C -2.6156 -3.4066 1.3681
O -3.2367 -2.3656 1.3202
C -1.1456 -3.4145 1.5834
C -0.4634 -4.5563 1.6346
H -3.0831 -6.8229 1.1559
H -4.3734 -4.7066 1.0546
H -0.6716 -2.4459 1.6943
H 0.6067 -4.5838 1.7944
O -6.1110 -5.3289 0.2459
C -6.5711 -5.4437 -0.8726
C -7.9767 -5.0748 -1.1643
C -8.4823 -5.2046 -2.3877
C -7.6594 -5.7216 -3.5114
O -8.1199 -5.8393 -4.6246
C -6.2501 -6.0882 -3.2161
C -5.7460 -5.9584 -1.9920
H -8.5567 -4.7006 -0.3305
H -9.5057 -4.9442 -2.6252
H -5.6683 -6.4620 -4.0488
H -4.7222 -6.2186 -1.7536
C 3.9865 3.4894 -4.0383
C 3.0895 4.2877 -4.1415
Si 1.6948 5.4490 -4.4341
C 0.5540 4.6512 -5.7289
O 0.2680 3.3001 -5.3724
C -0.8232 3.1704 -4.4800
C -2.1997 3.4554 -5.1210
H 4.6595 2.6638 -4.0743
H 2.1823 6.7644 -4.8889
H 0.9000 5.5989 -3.1960
H -0.3470 5.2502 -5.8862
H 1.1181 4.6064 -6.6631
H -0.6807 3.7466 -3.5584
H -0.8146 2.1220 -4.1739
H -2.7932 4.0635 -4.4424
H -2.0542 3.9530 -6.0785
H -2.7071 2.5186 -5.3316
```

Summary:
E_LUMO (eV): -1.8
Charge: 0
Largest force on an atom (eV/A): 0.83
HOMO level (Ha): -0.34224


Q: The highest largest force on an atom belongs to which entry?
A: C65H179N37O23


Q: Which value of largest force on an atom does entry 1 give?
A: 12.80 eV/A


Q: Number 2 is which compound?
A: C65H50O21Si


Q: The highest HOMO level belongs to which entry?
A: C65H179N37O23